No. 1
C34H29NO9P3Y | wB97M-V/def2-TZVPD

Results
highest occupied orbital energy	-8.0	eV
Kohn-Sham gap	7.59	eV
total charge	0

Geometry (Å):
Y 0.45603 0.82912 -1.25543
C -2.04724 -0.88494 -4.86989
C -1.56087 -0.29749 -3.55703
O -0.14934 0.03006 -3.59010
P -2.29881 1.31677 -3.14260
O -2.50724 2.18682 -4.45090
O -3.73324 1.03975 -2.64814
O -1.31449 1.98411 -2.22164
P -1.93859 -1.40759 -2.09683
O -1.42902 -2.83709 -2.51288
O -3.42278 -1.37842 -1.94235
O -1.07210 -0.83554 -0.98446
H -1.82842 -0.21133 -5.69795
H -3.12373 -1.05385 -4.82615
H -1.56139 -1.84493 -5.04532
H 0.40774 -0.77026 -3.56002
H -1.83307 2.86964 -4.54345
H -3.80333 0.06711 -2.28732
H -0.48602 -3.02301 -2.27580
O 1.18722 -3.08030 -1.83987
C 1.52661 -1.98919 -1.38207
O 1.71282 -0.91850 -2.05411
C 1.69433 -1.84422 0.11467
C 1.88054 -2.98955 0.91220
C 1.99804 -2.82699 2.25739
C 1.99046 -1.52530 2.80720
C 2.16747 -1.28187 4.19073
C 2.23347 -0.00413 4.66312
C 2.14339 1.08609 3.76928
C 1.94133 0.88164 2.43616
C 1.83275 -0.43196 1.92747
N 1.62068 -0.62009 0.58637
H 1.89701 -3.95451 0.42786
H 2.11894 -3.67779 2.91747
H 2.26751 -2.12834 4.85934
H 2.37409 0.17794 5.72042
H 2.23628 2.09598 4.14688
H 1.90578 1.70695 1.73902
C -4.40300 5.07603 -0.50521
C -4.45659 4.01976 0.39364
C -3.29123 3.37925 0.78445
C -2.05718 3.79000 0.28346
C -2.01129 4.84440 -0.62380
C -3.17817 5.48638 -1.01187
P -0.56850 2.81802 0.67358
C -0.86803 2.21037 2.36879
C -1.23318 0.87013 2.49062
C -1.42193 0.30065 3.74196
C -1.24331 1.06650 4.88401
C -0.89870 2.40792 4.77083
C -0.71777 2.97770 3.51989
C 0.78652 4.03670 0.73632
C 0.65640 5.23154 1.40172
C 1.73827 6.12629 1.49863
C 2.93892 5.79808 0.93745
C 3.10844 4.58679 0.22791
C 4.36032 4.24710 -0.34836
C 4.50180 3.08393 -1.04112
C 3.39070 2.22037 -1.21003
C 2.14313 2.47895 -0.68499
C 2.01548 3.69018 0.07983
H -5.31283 5.57548 -0.81147
H -5.40847 3.68972 0.78876
H -3.34261 2.55254 1.48315
H -1.05972 5.16561 -1.03010
H -3.12787 6.30920 -1.71361
H -1.36429 0.25899 1.60181
H -1.69767 -0.74332 3.81925
H -1.37584 0.62141 5.86186
H -0.76798 3.01256 5.65949
H -0.43516 4.01974 3.44708
H -0.29480 5.50261 1.84536
H 1.61561 7.06365 2.02569
H 3.78555 6.47014 1.02372
H 5.19605 4.92561 -0.22133
H 5.46182 2.82031 -1.46918
H 3.56046 1.31066 -1.78551

=====

No. 2
CH3IN2 | wB97M-V/def2-TZVPD

Results
highest occupied orbital energy	-10.1	eV
Kohn-Sham gap	10.63	eV
total charge	0

Geometry (Å):
C 1.07628 0.46342 -0.44713
N -0.05560 0.53025 0.43703
N 0.82270 1.25219 0.75368
I -3.01255 1.67251 -1.72194
H 1.70401 -0.41608 -0.10915
H 1.03938 0.82628 -1.45968
H -4.03932 2.89902 -1.77583

=====

No. 3
C4H15N3S | wB97M-V/def2-TZVPD

Results
highest occupied orbital energy	-7.1	eV
Kohn-Sham gap	7.65	eV
total charge	0

Geometry (Å):
C 2.43468 0.36747 -0.79897
N 1.48448 0.58610 -1.87555
C 1.74855 -0.37104 0.36557
N 0.97566 -1.53776 -0.13966
H 2.86355 1.27940 -0.35186
H 3.26258 -0.23033 -1.19338
H 0.81657 1.29103 -1.56685
H 1.90418 0.98640 -2.70449
H 1.02973 0.27778 0.86669
H 2.47677 -0.65751 1.11617
H -0.10737 -1.68562 0.42217
H 0.79161 -1.42452 -1.14223
H 1.57027 -2.36121 -0.07922
C -1.92738 0.99615 0.98341
C -2.66666 -0.30506 1.25962
S -1.54640 -1.76999 1.39659
N -1.49418 1.05767 -0.41712
H -1.08298 1.09073 1.66501
H -2.58122 1.85519 1.17265
H -3.41747 -0.48220 0.48590
H -3.18451 -0.26470 2.22077
H -2.31182 1.10832 -1.00907
H -1.03867 0.19370 -0.67614

=====

No. 4
C22H26O8S2 | wB97M-V/def2-TZVPD

Results
highest occupied orbital energy	-9.5	eV
Kohn-Sham gap	9.33	eV
total charge	0

Geometry (Å):
C -7.52504 -2.69085 -0.61815
C -7.60453 -2.36347 0.86531
H -6.72059 -2.73468 1.39359
H -8.50923 -2.77293 1.32134
O -7.68254 -0.94516 1.04440
C -6.56086 -0.29743 1.30774
O -5.50441 -0.81369 1.57743
C -6.78369 1.20778 1.32351
C -5.51685 1.89910 0.86744
H -4.66601 1.59751 1.47323
H -5.61042 2.97987 0.83766
S -5.15971 1.35592 -0.85465
O -5.90470 0.15026 -1.11432
O -5.39212 2.47370 -1.73060
C -3.40853 0.96356 -0.87385
C -2.97146 -0.17086 -0.21637
C -1.62449 -0.48207 -0.23654
C -0.71658 0.34024 -0.90466
C -1.18209 1.48295 -1.55468
C -2.52998 1.79315 -1.54303
H -2.92038 2.66043 -2.05171
H -0.48799 2.11287 -2.08990
C 0.71542 0.00178 -0.92438
C 1.68009 0.99042 -0.73126
C 3.02621 0.67142 -0.74263
C 3.40391 -0.64103 -0.95406
C 2.46694 -1.63653 -1.15774
C 1.12258 -1.31548 -1.13949
H 0.38199 -2.08051 -1.31645
H 2.80705 -2.64251 -1.34745
S 5.13977 -1.08981 -0.94923
O 5.93355 0.07680 -1.22556
O 5.32429 -2.23936 -1.79426
C 5.47341 -1.62090 0.77096
C 5.13587 -0.50012 1.73262
C 5.90987 0.76962 1.39088
O 5.38281 1.82788 1.17229
O 7.21462 0.55135 1.44803
C 8.09645 1.60936 1.05297
C 8.76061 1.25852 -0.26861
H 9.36913 2.09249 -0.60581
H 7.99270 1.04540 -1.00851
H 9.39033 0.37979 -0.15504
H 7.51445 2.53114 0.96382
H 8.83090 1.71078 1.85741
H 4.07032 -0.26620 1.69833
H 5.40164 -0.79195 2.75173
H 4.87398 -2.51116 0.94048
H 6.53100 -1.87132 0.79793
H 3.78510 1.42162 -0.58574
H 1.37269 2.00908 -0.55082
H -1.26823 -1.35766 0.28461
H -3.68587 -0.79004 0.30328
H -7.04207 1.50726 2.34273
H -7.61739 1.44299 0.66307
H -6.72298 -2.11088 -1.06938
H -8.45594 -2.42734 -1.11266
H -7.33303 -3.75116 -0.75523

=====

No. 5
C36H50N5O2RuSi4Te | wB97M-V/def2-TZVPD

Results
highest occupied orbital energy (spin up / spin down)	-6.3 / -6.3	eV
expectation value of S²	0.765
Kohn-Sham gap (spin up / spin down)	5.54 / 5.39	eV
total charge	0
multiplicity	2

Geometry (Å):
Ru 0.14425 -1.49062 1.28696
C 2.20356 -5.25462 2.18849
C 3.26458 -4.78603 2.95522
C 3.28024 -3.46016 3.33827
C 2.24078 -2.62347 2.95095
N 1.24203 -3.08295 2.16250
C 1.22332 -4.36197 1.80705
C 2.06907 -1.23569 3.40347
C 2.78095 -0.60999 4.41697
C 2.39242 0.66796 4.80127
C 1.29169 1.26446 4.22272
C 0.60417 0.58964 3.21282
N 1.05835 -0.60237 2.79742
C -0.61252 1.02109 2.55208
C -1.37669 2.11783 2.94944
C -2.59090 2.36758 2.35378
C -3.03256 1.53376 1.33112
C -2.21753 0.48746 0.95283
N -1.04966 0.23613 1.53229
H 2.14553 -6.29043 1.88792
H 4.06091 -5.45447 3.25295
H 4.08740 -3.06765 3.94128
H 0.39277 -4.67201 1.18506
H 3.59403 -1.11394 4.91786
H 2.94197 1.18315 5.57731
H 0.95461 2.24243 4.53525
H -1.01241 2.75340 3.74487
H -3.20354 3.19839 2.67700
H -3.97423 1.70388 0.83117
H -2.49509 -0.18421 0.15063
C 2.84417 -3.39839 -2.14091
C 1.65747 -3.01314 -1.28792
O 1.92884 -2.43262 -0.20208
C 0.37666 -3.29850 -1.76429
C -0.86672 -3.12616 -1.12362
C -2.06809 -3.71566 -1.81908
N -1.05118 -2.56193 0.06131
N -2.33767 -2.72192 0.55881
C -2.45739 -2.51204 1.84031
O -1.51272 -2.17698 2.65412
C -3.83016 -2.69831 2.39624
C -4.90918 -3.04863 1.58666
C -6.16910 -3.21330 2.13796
C -6.36554 -3.03493 3.50170
C -5.29871 -2.67250 4.31023
C -4.03678 -2.50373 3.75944
H 3.42171 -4.16118 -1.61324
H 3.49120 -2.52896 -2.26678
H 2.54736 -3.78494 -3.11393
H 0.33424 -3.79565 -2.72375
H -1.79093 -4.07118 -2.80905
H -2.85870 -2.97095 -1.90477
H -2.46941 -4.53894 -1.22815
H -4.74187 -3.19396 0.52880
H -7.00492 -3.47667 1.50169
H -7.35063 -3.18080 3.92755
H -5.45310 -2.52045 5.37131
H -3.19341 -2.22403 4.37675
C 3.24570 3.63071 -4.14395
Si 3.03563 2.13264 -3.00110
C 2.99394 0.56198 -4.06110
C 4.53235 2.05535 -1.84655
Si 1.01035 2.18574 -1.76899
Te 1.55549 0.31532 -0.14242
Si -0.81541 1.68044 -3.19763
C -0.84514 2.97039 -4.58851
C -2.50276 1.74182 -2.33826
C -0.63269 -0.03939 -3.96742
Si 0.64065 4.28252 -0.71791
C -1.12688 4.40577 -0.04453
C 0.87777 5.71864 -1.93559
C 1.83450 4.49439 0.73398
H 4.11875 3.51198 -4.78908
H 3.38155 4.54607 -3.56470
H 2.36954 3.76515 -4.78184
H 3.99175 0.23966 -4.36703
H 2.39809 0.70963 -4.96484
H 2.53730 -0.25120 -3.49090
H 5.46797 1.93073 -2.39561
H 4.42384 1.21484 -1.15747
H 4.61155 2.96619 -1.24781
H -1.01982 3.97171 -4.18743
H -1.63654 2.75749 -5.31131
H 0.10518 2.98872 -5.12661
H -2.76878 2.76198 -2.05331
H -2.49990 1.13737 -1.43220
H -3.28803 1.35995 -2.99455
H 0.17118 -0.05330 -4.70584
H -1.55392 -0.34773 -4.46786
H -0.39467 -0.78713 -3.20533
H -1.84924 4.54297 -0.85177
H -1.23123 5.25220 0.63975
H -1.39950 3.49983 0.50158
H 0.22169 5.61129 -2.80218
H 1.90398 5.76939 -2.30372
H 0.64779 6.67727 -1.46340
H 1.71655 3.66632 1.43795
H 1.65441 5.42757 1.27401
H 2.87411 4.49458 0.39924

=====

No. 6
C5H9BrN3 | wB97M-V/def2-TZVPD

Results
highest occupied orbital energy	-12.1	eV
Kohn-Sham gap	8.25	eV
total charge	+1

Geometry (Å):
C -0.66356 -1.90621 -0.02246
C -1.58745 -0.85903 0.34652
C 0.68638 -1.84555 -0.11159
C -2.89086 -0.97751 -0.04135
C 1.07602 0.50363 0.00064
N 1.48083 -0.74102 0.29200
N 1.77860 1.60570 0.14727
N 1.29194 2.93579 -0.06017
Br -4.15332 0.45335 0.19481
H -1.27285 -2.68561 -0.38306
H -1.47308 0.10708 0.79248
H 1.39991 -2.58074 -0.36566
H -3.40837 -1.71049 -0.64698
H -0.01392 0.70227 -0.35586
H 2.75332 1.67153 0.36914
H 2.11554 3.49185 -0.13677
H 2.38578 -1.08425 0.63624
H 0.49513 2.91921 -0.65517

=====

No. 7
C5H11NO | wB97M-V/def2-TZVPD

Results
highest occupied orbital energy	-10.4	eV
Kohn-Sham gap	11.17	eV
total charge	0

Geometry (Å):
C -0.61548 1.64096 -2.26090
N -1.36590 1.60482 -1.03460
C -1.93700 0.80432 -0.34419
O -2.52478 0.11745 0.41117
C 1.06851 -0.36482 0.81261
C 0.44257 -0.45563 2.20304
C 0.68406 -1.55013 -0.07154
H 0.26078 0.98632 -2.20031
H -0.27633 2.66273 -2.44037
H -1.23800 1.32707 -3.10465
H 0.75358 0.57230 0.33340
H 2.16141 -0.31065 0.89927
H -0.65061 -0.49340 2.13320
H 0.71167 0.40699 2.82216
H 0.77712 -1.36034 2.72489
H 1.04912 -2.49084 0.35788
H -0.40614 -1.63498 -0.16088
H 1.10543 -1.46217 -1.08019

=====

No. 8
C3H4O3 | wB97M-V/def2-TZVPD

Results
highest occupied orbital energy	-8.7	eV
Kohn-Sham gap	9.37	eV
total charge	0

Geometry (Å):
O 0.99002 -0.78117 -1.38114
C 0.52684 0.04408 1.33697
C -0.59892 0.19843 0.49726
O -0.76423 0.77948 1.69205
C -1.10611 0.05219 -0.70449
O -0.45049 -0.71130 -1.64929
H 1.31236 0.02256 -1.82262
H 0.71765 -0.88941 1.86222
H 1.36444 0.73038 1.23392
H -1.99157 0.55477 -1.06489

=====

No. 9
C2H3ClN2O | wB97M-V/def2-TZVPD

Results
highest occupied orbital energy (spin up / spin down)	-8.2 / -10.4	eV
expectation value of S²	2.015
Kohn-Sham gap (spin up / spin down)	8.69 / 7.85	eV
total charge	0
multiplicity	3

Geometry (Å):
C -0.68559 0.90907 -0.04561
C 1.40129 -0.33835 -0.17758
N -1.79920 1.52253 -0.12627
N -1.74739 0.35707 0.77027
O 0.51323 0.73150 -0.49405
Cl -2.97846 -1.36170 0.27660
H 1.51710 -0.74951 0.82146
H 2.36255 0.09816 -0.24254
H 1.41647 -1.16875 -0.78229

=====

No. 10
C6H7N | wB97M-V/def2-TZVPD

Results
highest occupied orbital energy (spin up / spin down)	-7.4 / -7.2	eV
Kohn-Sham gap (spin up / spin down)	8.02 / 7.97	eV
total charge	0

Geometry (Å):
C -1.88897 0.38556 0.34802
C -0.46185 0.03070 0.08464
C 0.80255 0.79585 -0.31929
C 1.42730 -0.35266 -1.06630
C 1.28905 0.19473 0.93116
N 0.33096 -0.94302 0.82819
C 0.56410 -1.33321 -0.53381
H -2.34936 0.81451 -0.54756
H -1.98375 1.11423 1.16155
H -2.43511 -0.51587 0.63705
H 0.88960 1.83980 -0.60802
H 2.00031 -0.34013 -1.98515
H 1.46426 0.66576 1.90009
H 0.35091 -2.35627 -0.83056

=====

No. 11
H22NO14 | wB97M-V/def2-TZVPD

Results
highest occupied orbital energy	-7.1	eV
Kohn-Sham gap	9.69	eV
total charge	-1

Geometry (Å):
N 0.02012 0.28899 -0.18472
O 1.26269 0.34495 -0.37138
O -0.41098 0.70631 0.87583
O -0.80971 0.26380 -1.14518
O -2.09599 2.74605 -0.28108
H -1.76629 3.62580 0.02734
H -1.38532 2.24522 -0.19574
O 0.33423 1.39571 -3.47525
H 0.01590 0.97204 -2.58578
H 1.29904 1.04651 -3.77609
O -0.39166 -1.05619 3.45176
H -0.13937 -0.80293 2.57364
H -1.05693 -0.43421 3.74686
O 2.25365 2.65172 0.99340
H 3.18925 2.48260 0.76350
H 1.87616 1.79003 0.64843
O -2.50627 -0.90072 1.01346
H -1.65694 -0.52399 1.30732
H -2.49429 -1.30237 0.12976
O -3.00664 0.34525 -3.85563
H -3.05163 0.08905 -4.81089
H -2.40341 -0.17325 -3.31576
O 2.87356 -1.05454 -1.85429
H 2.67231 -1.06227 -2.79708
H 2.17329 -0.83192 -1.27552
O 3.79136 -0.15690 1.54979
H 3.41988 -0.75816 1.01646
H 4.60999 -0.26121 1.28456
O -2.15544 0.91689 3.92469
H -1.78854 1.67582 4.45688
H -1.81395 1.12111 3.08041
O -2.49903 -2.18295 -1.29442
H -1.60868 -1.87681 -1.23866
H -2.54628 -3.10965 -1.14781
O 2.27244 -2.63199 0.84652
H 1.91889 -3.13814 1.67664
H 1.60459 -2.44964 0.23802

=====

No. 12
C3H3NO2 | wB97M-V/def2-TZVPD

Results
highest occupied orbital energy	-10.3	eV
Kohn-Sham gap	10.65	eV
total charge	0

Geometry (Å):
O -0.45001 1.90514 0.87963
C -0.26235 0.95248 0.16747
C -0.50787 -0.42981 0.69662
O 0.34459 -1.23961 -0.14004
C 0.77981 -0.38741 -1.09607
N 0.48133 0.85611 -1.02720
H -0.23239 -0.08514 1.71010
H -1.50438 -0.87131 0.69584
H 1.38911 -0.82631 -1.88596

=====

The records above yield ΔE to the lowest compared entry with this formula, charge and spin values of 0.6 23.8 11.5 2.5 34.6 62.8 19.3 141.0 62.7 166.6 93.5 36.5 kcal per mole, respectively.